Entry 1:
DFT (ωB97M-V with the def2-TZVPD basis set) results for a 3-piece molecular cluster, C31H47BClF22N5O9P overall in a non-equilibrium geometry.

The strongest force on any atom is 1.98 eV/A. Its HOMO energy is -10.2 eV.

```
! RIJCOSX wB97M-V def2-TZVPD def2/J DEFGRID3
* xyz 1 1
C -3.42428 -2.15277 1.79267
B -2.05768 -2.71304 2.22483
O -1.82987 -4.03289 2.58066
C -0.72965 -1.80347 2.17661
O -0.98887 -0.55580 1.56995
C 0.08345 0.29899 1.27352
C -0.50277 1.28679 0.23630
C 0.42664 1.82039 -0.82383
O 0.23304 1.71746 -1.96621
F 1.49733 2.45329 -0.36973
C 0.72035 0.95293 2.53765
F 1.14223 -0.05575 3.35781
F 1.82593 1.61776 2.13009
C -0.02970 1.99556 3.44715
F -0.13763 3.13253 2.73868
F 0.83932 2.18866 4.46138
C -1.40704 1.62621 4.13012
F -1.44771 0.27635 4.23383
F -1.39275 2.16405 5.36173
C -2.71624 2.15053 3.47267
F -2.87256 1.54894 2.27047
F -2.59219 3.47131 3.28228
C -3.97975 1.91379 4.38100
F -4.09615 2.97340 5.19917
F -3.80722 0.79340 5.10827
C -5.29767 1.78374 3.57613
F -5.24432 0.64203 2.85358
F -5.35967 2.82526 2.72828
C -6.59089 1.77141 4.48413
F -7.23336 2.93802 4.32939
F -6.26175 1.61920 5.77686
C -7.59199 0.63853 4.12580
F -7.95475 0.73383 2.85511
F -8.65721 0.75813 4.89163
F -7.04548 -0.55305 4.32966
N 1.18140 -0.46933 0.61923
C 0.81310 -1.80116 0.35561
N 1.00307 -2.27756 -0.85083
C 1.71114 -1.52277 -1.91530
C 3.15635 -2.03361 -2.16422
C 4.19356 -1.05181 -1.62088
O 3.35904 -2.18708 -3.55372
C 0.46078 -3.60545 -1.23476
F 0.92234 -3.87905 -2.45566
F 0.88964 -4.56250 -0.40599
C -1.08223 -3.59166 -1.29298
F -1.48296 -4.80498 -1.69830
F -1.42410 -2.65709 -2.21270
N 0.27193 -2.58507 1.34824
P 1.51506 -3.29068 2.53812
O 1.07192 -4.81610 2.48699
Cl 3.22050 -3.23087 1.37934
H -4.23512 -2.85574 1.98322
H -3.58565 -1.20409 2.31711
H -3.40156 -1.91009 0.71921
H -1.82771 -4.23852 3.52411
H -0.35123 -1.68368 3.19894
H -1.23187 0.69437 -0.32261
H -1.06180 2.10062 0.69973
H 2.01986 -0.52267 1.20185
H 1.12291 -1.58902 -2.82687
H 1.72717 -0.48856 -1.59435
H 3.28692 -2.98654 -1.63876
H 5.09918 -1.56396 -1.30061
H 3.81286 -0.51368 -0.74722
H 4.45066 -0.31479 -2.38198
H 3.14825 -3.08639 -3.82864
H -1.55010 -3.34393 -0.33984
H 0.32760 -4.99831 1.89012
C -8.52512 -0.51648 -3.93339
O -7.44624 -1.35989 -4.28910
C -6.56736 -0.81083 -5.26313
C -5.18674 -0.62936 -4.67486
N -5.19541 0.41119 -3.65525
C -3.96222 0.53392 -2.89674
C -3.56311 -0.64039 -2.01070
O -4.44140 -0.86715 -0.92074
C -5.53584 -1.73242 -1.19594
H -9.15554 -1.07458 -3.24391
H -8.18613 0.40187 -3.44046
H -9.12090 -0.24239 -4.80856
H -6.95359 0.14121 -5.63675
H -6.50971 -1.50788 -6.10334
H -4.48906 -0.34517 -5.46755
H -4.86834 -1.60689 -4.28335
H -5.96282 0.23681 -3.01856
H -4.05165 1.41615 -2.25642
H -3.14084 0.72874 -3.59408
H -2.58919 -0.39683 -1.56789
H -3.42573 -1.56586 -2.58193
H -5.26902 -2.49203 -1.93474
H -6.41225 -1.18685 -1.54917
H -5.80338 -2.22543 -0.26043
C 8.26067 4.94977 0.63991
O 8.36383 4.50607 -0.69770
C 9.67503 4.10780 -1.08298
C 9.69777 2.63697 -1.42963
N 9.47740 1.82247 -0.24240
C 9.30526 0.39987 -0.50189
C 8.08082 -0.03563 -1.29781
O 6.84517 0.18109 -0.62912
C 6.28733 1.47095 -0.82101
H 7.23723 5.29000 0.78804
H 8.47646 4.15037 1.35806
H 8.93863 5.78568 0.83614
H 10.39025 4.32420 -0.28480
H 9.96180 4.68844 -1.96374
H 10.67159 2.38426 -1.85811
H 8.93828 2.47135 -2.20754
H 8.66311 2.17303 0.24526
H 9.27387 -0.11239 0.46300
H 10.19478 0.03563 -1.02501
H 8.15533 -1.11633 -1.44847
H 8.04882 0.42169 -2.29319
H 6.54663 1.88495 -1.79833
H 6.61843 2.16393 -0.04363
H 5.20311 1.39241 -0.75118
*
```

Entry 2:
DFT (ωB97M-V with the def2-TZVPD basis set) results for C31H47CeClO2P2 as an isolated structure in a non-equilibrium geometry.

The strongest force on any atom is 6.20 eV/A. Its HOMO energy (alpha / beta) is -9.2 / -9.2 eV. The expectation value of S² is 0.7513.

```
! RIJCOSX wB97M-V def2-TZVPD def2/J DEFGRID3
* xyz 1 2
Ce -0.39942 1.00669 2.53939
C 1.29600 1.03286 4.32426
C 2.01814 1.18962 3.09298
C 0.60375 3.02565 3.32237
C 0.39703 2.17222 4.47511
C 1.61752 2.42137 2.48351
C 1.57080 -0.09776 5.25358
H 2.65555 -0.21029 5.38483
H 1.20706 -1.07499 4.88734
H 1.13203 0.07156 6.23962
C -0.76487 2.29309 5.40447
H -1.27551 1.33280 5.60706
H -1.52751 2.96298 4.97136
H -0.47314 2.73350 6.36983
C -0.39772 3.92310 2.71196
H -0.67782 4.71873 3.40776
H -1.34813 3.40292 2.43404
H 0.00846 4.36731 1.79344
C 2.16216 2.98355 1.21381
H 2.83449 3.83063 1.42261
H 1.36843 3.37209 0.56315
H 2.72760 2.24705 0.63910
C 3.20584 0.41247 2.63196
H 4.12966 0.75667 3.12909
H 3.38512 0.54771 1.55766
H 3.12980 -0.65962 2.82872
C -0.43219 -2.52335 0.17670
C 0.70152 -2.78099 0.83149
C 2.13177 -2.51723 0.42465
C 2.35600 -1.65288 -0.84997
C 1.86087 -0.25031 -0.78725
C 0.63549 0.23835 -1.00778
C -0.58806 -0.49517 -1.48339
C -0.62875 -2.03063 -1.23250
H 2.61736 -3.49192 0.24677
H 1.99104 -2.18292 -1.74122
H 2.67721 -2.05723 1.27149
H 0.09158 -2.53865 -1.88726
H -1.37211 -2.71668 0.71945
H 0.58474 -3.21144 1.82995
H -1.64254 -2.37441 -1.52399
H -1.50138 -0.02267 -1.06038
H 0.49024 1.32849 -0.92481
H -0.67423 -0.33741 -2.58291
H 3.45175 -1.55874 -0.93819
H 2.64941 0.46249 -0.51446
P -0.74335 -0.24166 -5.48056
P -0.55327 2.32237 -6.77810
C -0.81576 -0.36681 -7.35090
C -1.17146 0.99529 -7.94277
H -1.55439 -1.12738 -7.63125
H 0.16001 -0.71080 -7.71845
H -0.72951 1.14576 -8.93803
H -2.25796 1.11794 -8.04828
C -1.31176 3.70361 -7.76308
H -0.92165 4.66300 -7.39090
H -2.40417 3.68189 -7.63334
H -1.06588 3.59367 -8.83340
C 1.10995 2.45401 -7.58669
H 1.00416 2.41886 -8.68008
H 1.76005 1.63883 -7.25151
H 1.55798 3.41305 -7.29841
C -2.27568 -1.21108 -5.17190
H -2.34669 -1.46844 -4.10959
H -2.27354 -2.11982 -5.78633
H -3.13834 -0.59131 -5.44461
C 0.57257 -1.51102 -5.24468
H 1.51713 -1.10256 -5.62825
H 0.32364 -2.43004 -5.79238
H 0.69113 -1.72325 -4.17366
Cl -2.50473 -3.41468 9.58146
C -2.30174 -2.96153 7.95661
C -2.86947 -3.73914 6.93825
C -2.70946 -3.35786 5.59515
C -1.95004 -2.22330 5.26449
C -1.36680 -1.47475 6.28941
C -1.56866 -1.80604 7.63302
C -1.81875 -1.87838 3.80903
O -2.17993 -2.68893 2.96861
O -1.33894 -0.66524 3.53415
H -3.44513 -4.62183 7.18790
H -3.15598 -3.95401 4.81137
H -0.73605 -0.63295 6.01813
H -1.17259 -1.17407 8.43416
*
```

Entry 3:
DFT (ωB97M-V with the def2-TZVPD basis set) results for C31H47ErNO3P2S as an isolated structure in a non-equilibrium geometry.

The strongest force on any atom is 4.14 eV/A. Its HOMO energy (alpha / beta) is -9.9 / -9.9 eV. The expectation value of S² is 3.7528.

```
! RIJCOSX wB97M-V def2-TZVPD def2/J DEFGRID3
* xyz 1 4
Er 0.91771 -0.45904 0.28960
C 3.27957 0.16577 1.12664
C 2.34799 0.56269 2.14446
C 2.65173 -1.72747 2.30593
C 3.47052 -1.24750 1.25012
C 1.93238 -0.61717 2.84231
C 4.12886 1.07461 0.31180
H 3.69120 2.08101 0.25292
H 4.23999 0.68417 -0.71107
H 5.13957 1.16926 0.74847
C 4.54691 -2.01876 0.59538
H 4.76350 -1.65742 -0.41504
H 4.29853 -3.08239 0.51509
H 5.48097 -1.95037 1.16949
C 2.76657 -3.06091 2.93737
H 3.73318 -3.15262 3.46241
H 2.70305 -3.86692 2.19518
H 1.96490 -3.21648 3.66880
C 1.16399 -0.65739 4.11065
H 1.82962 -0.79718 4.97785
H 0.45186 -1.49263 4.12262
H 0.60507 0.26569 4.28798
C 2.05388 1.95915 2.55980
H 2.76540 2.33411 3.31426
H 1.05225 2.04412 3.00212
H 2.10194 2.65440 1.71388
C -2.50490 2.91593 -2.96583
C -1.73865 3.97923 -2.67644
C -2.28459 5.23869 -2.07593
C -3.37963 5.03288 -0.99453
C -3.29024 3.80915 -0.13576
C -4.01303 2.70273 -0.38122
C -4.68387 2.40120 -1.68117
C -3.98466 2.95366 -2.96257
H -2.73671 5.91021 -2.82619
H -4.36627 5.06355 -1.47597
H -1.44545 5.79592 -1.64224
H -4.34578 3.96371 -3.16730
H -2.09475 2.01495 -3.42576
H -0.69085 4.04124 -2.99245
H -4.33285 2.33203 -3.80019
H -4.77349 1.31127 -1.77536
H -4.26228 1.99350 0.41572
H -5.69983 2.81161 -1.72086
H -3.34087 5.91648 -0.34232
H -2.71451 3.92990 0.79628
P -0.19198 1.41016 -1.18054
P -1.54123 -0.53777 1.57374
C -1.93220 0.85684 -0.93135
C -2.44395 -0.27675 -0.02064
H -2.35297 0.70683 -1.92916
H -2.30869 1.81833 -0.54987
H -3.49637 -0.08576 0.25076
H -2.43620 -1.23504 -0.56114
C -2.32554 -1.98923 2.33411
H -1.66551 -2.32099 3.14888
H -2.41703 -2.81330 1.61443
H -3.31105 -1.71444 2.74203
C -2.05610 0.82579 2.67603
H -3.14968 0.90118 2.70983
H -1.62908 1.77607 2.34846
H -1.67251 0.61561 3.68003
C 0.16749 1.13917 -2.92581
H 1.26103 1.14289 -3.01975
H -0.25242 1.91385 -3.57142
H -0.20714 0.14393 -3.21742
C 0.18755 3.05631 -0.52601
H 0.18051 3.06324 0.57453
H -0.49755 3.83688 -0.87575
H 1.20606 3.31045 -0.85820
O 1.99855 -1.44030 -1.42704
C 1.52261 -2.60062 -1.09477
N 0.61458 -2.63029 -0.08528
S 0.00936 -4.15199 0.32029
O 0.38917 -4.41871 1.68690
O -1.37748 -4.21929 -0.05808
C 1.09033 -4.87598 -0.87500
C 1.22948 -6.24090 -1.09920
C 2.18011 -6.66840 -2.02955
C 2.99818 -5.73362 -2.68939
C 2.85763 -4.36401 -2.44190
C 1.84225 -3.93659 -1.56830
H 0.58357 -6.91615 -0.54527
H 2.29587 -7.73481 -2.22732
H 3.74090 -6.09923 -3.40254
H 3.51150 -3.62191 -2.89823
*
```

Entry 4:
DFT (ωB97M-V with the def2-TZVPD basis set) results for C31H47LaNO3P2S as an isolated structure in a non-equilibrium geometry.

The strongest force on any atom is 4.03 eV/A. Its HOMO energy is -9.3 eV.

```
! RIJCOSX wB97M-V def2-TZVPD def2/J DEFGRID3
* xyz 1 1
La -0.80980 2.47627 1.36013
C -3.02486 3.33076 2.08708
C -3.01527 1.91635 2.34319
C -1.48397 2.91716 3.76147
C -2.05631 3.94603 2.93767
C -2.08338 1.67155 3.40758
C -3.74921 4.02379 0.99375
H -4.64312 3.45564 0.69822
H -3.11539 4.14636 0.08796
H -4.04514 5.03687 1.31159
C -1.46006 5.29449 2.76698
H -1.92043 5.88506 1.96768
H -0.38825 5.21754 2.53009
H -1.53496 5.84911 3.71544
C -0.28453 3.10042 4.63374
H -0.25236 4.12754 5.02320
H 0.66786 2.88258 4.10453
H -0.31898 2.39753 5.47830
C -1.67855 0.33774 3.94622
H -2.27032 0.13981 4.85736
H -0.60974 0.29514 4.22423
H -1.87751 -0.48034 3.24285
C -3.70058 0.86589 1.54571
H -4.51534 0.46292 2.16282
H -3.05305 0.02285 1.25320
H -4.13807 1.26188 0.62340
C -0.65135 -0.28414 -2.52237
C -1.98046 -0.15102 -2.45253
C -3.01489 -1.08692 -1.88695
C -2.51118 -2.40197 -1.27207
C -1.83077 -2.24296 0.06074
C -0.51889 -2.08866 0.30854
C 0.51844 -1.48269 -0.59126
C 0.18360 -1.46785 -2.09983
H -3.77145 -1.29876 -2.66301
H -1.91414 -2.93462 -2.01513
H -3.57547 -0.56170 -1.09944
H -0.28192 -2.40689 -2.41334
H -0.05708 0.57086 -2.86772
H -2.40542 0.81078 -2.77690
H 1.12636 -1.43447 -2.66965
H 0.78019 -0.44860 -0.30603
H -0.13121 -2.41915 1.29372
H 1.45630 -2.04500 -0.40561
H -3.38653 -3.04488 -1.09872
H -2.48439 -2.51891 0.90389
P 2.55586 -4.20421 -0.83115
P 3.70943 -5.38383 1.63117
C 3.54385 -5.78547 -1.13657
C 4.46121 -6.07705 0.04508
H 4.11700 -5.65969 -2.06713
H 2.82257 -6.60277 -1.28222
H 4.63129 -7.15798 0.17599
H 5.42943 -5.56644 -0.07642
C 5.14079 -5.90932 2.67466
H 4.88339 -5.73718 3.72740
H 6.00043 -5.27344 2.42017
H 5.40409 -6.96907 2.51499
C 2.61513 -6.83233 1.99310
H 3.12692 -7.78593 1.79411
H 1.69401 -6.77106 1.40098
H 2.33350 -6.77429 3.05328
C 3.47658 -3.13333 -2.02179
H 2.96479 -2.17345 -2.14830
H 3.57617 -3.63896 -2.99003
H 4.46999 -2.93716 -1.59725
C 1.07348 -4.74642 -1.79315
H 0.74968 -5.71617 -1.39328
H 1.31258 -4.83358 -2.86049
H 0.26048 -4.03124 -1.63346
O -1.41689 7.30126 -0.47927
S -1.70918 6.13665 -1.28116
O -3.06943 5.91461 -1.69839
N -1.15003 4.73202 -0.48218
C -0.17755 4.11130 -1.14680
O 0.33181 3.00508 -0.68499
C 0.21925 4.79012 -2.37589
C 1.22083 4.42284 -3.28547
C 1.45227 5.27382 -4.37175
C 0.69369 6.44109 -4.57868
C -0.33695 6.77078 -3.67109
C -0.53980 5.92431 -2.57893
H 1.77382 3.50010 -3.10568
H 2.24193 5.01630 -5.08889
H 0.89487 7.08091 -5.44650
H -0.96969 7.63579 -3.81479
*
```

Entry 5:
DFT (ωB97M-V with the def2-TZVPD basis set) results for C31H48BCl2FeN12O as an isolated structure in a non-equilibrium geometry.

The strongest force on any atom is 2.18 eV/A. Its HOMO energy (alpha / beta) is -7.0 / -7.3 eV. The expectation value of S² is 0.9680.

```
! RIJCOSX wB97M-V def2-TZVPD def2/J DEFGRID3
* xyz 0 2
Fe -0.23567 0.41981 0.22071
C 1.37255 4.77933 -0.64638
C 0.21689 5.01953 0.32065
C -1.12888 5.07581 -0.40515
C 0.22660 4.04907 1.47729
C 0.22624 4.54005 2.78607
C 0.31891 3.43304 3.58000
N 0.36839 2.34617 2.79885
N 0.29665 2.69628 1.47541
B 0.60776 0.97715 3.48506
N 2.01164 0.40828 3.20701
C 2.91893 0.29048 4.19797
C 4.04254 -0.29870 3.67214
C 3.72374 -0.51133 2.31688
N 2.49840 -0.07155 2.04456
C 4.68111 -1.16909 1.36038
C 4.23157 -2.59001 1.00338
C 4.92115 -0.34059 0.09946
N -0.48130 -0.08009 3.27447
C -1.16747 -0.64014 4.27981
C -1.90356 -1.68546 3.77903
C -1.62667 -1.68908 2.40320
N -0.77601 -0.68790 2.11107
C -2.14130 -2.68478 1.40341
C -1.61166 -4.08246 1.74318
C -3.67005 -2.69246 1.36650
H 1.46530 5.61364 -1.34626
H 2.31336 4.67267 -0.10365
H 1.17910 3.87721 -1.21072
H 0.37458 5.99628 0.78352
H -1.95398 5.11698 0.30701
H -1.17685 5.96410 -1.04181
H -1.25664 4.19522 -1.02627
H 0.17908 5.57052 3.09743
H 0.37283 3.34626 4.65161
H 0.59111 1.21057 4.66222
H 2.70727 0.62569 5.19939
H 4.95761 -0.55180 4.18292
H 5.62627 -1.24823 1.90254
H 3.27880 -2.55348 0.47203
H 4.97406 -3.08122 0.36769
H 4.10463 -3.19028 1.90583
H 5.21268 0.67887 0.35762
H 5.71008 -0.78575 -0.51158
H 3.99384 -0.29455 -0.47010
H -1.05906 -0.28039 5.28929
H -2.54692 -2.35626 4.32328
H -1.76278 -2.38313 0.42635
H -1.95424 -4.39757 2.73130
H -1.96523 -4.81712 1.01437
H -0.51883 -4.09488 1.75070
H -4.08147 -2.97096 2.34017
H -4.06043 -1.71341 1.10616
H -4.02998 -3.41247 0.62675
C 2.38707 -3.75220 -2.84906
N 1.30158 -3.22808 -2.03513
C 0.56955 -4.21786 -1.27277
C 1.25291 -1.91624 -1.61874
N 0.83805 -1.50139 -0.49618
N 1.70228 -1.01752 -2.58711
C 1.80732 0.35236 -2.43708
N 2.34733 0.96358 -3.55745
N 1.43133 0.95625 -1.38759
H 2.01397 -4.17975 -3.78372
H 2.91181 -4.54123 -2.30407
H 3.11410 -2.97627 -3.07558
H 0.32471 -5.05143 -1.93144
H -0.36352 -3.78997 -0.90894
H 1.14544 -4.60421 -0.42309
H 0.60629 -2.23516 0.16270
H 1.69903 -1.35494 -3.53417
H 2.96372 0.41922 -4.13830
H 2.64986 1.91288 -3.41807
H 1.65435 1.94083 -1.38937
Cl -2.75055 -2.40812 -2.64008
C -3.63103 -1.06994 -1.97224
C -4.90524 -0.82305 -2.42677
C -5.65644 0.20642 -1.86298
C -5.13597 0.96183 -0.81112
C -3.86564 0.71147 -0.35502
Cl -3.24941 1.58556 0.99564
C -2.98301 -0.28232 -0.95171
N -1.73868 -0.45500 -0.62333
H -5.32724 -1.44127 -3.20817
H -6.65903 0.39698 -2.22220
H -5.73422 1.73337 -0.34387
C -1.14338 0.56078 -3.92988
C -1.67481 1.62680 -3.00726
C -2.84895 2.42266 -3.51244
O -1.18860 1.82782 -1.91789
H -1.92185 0.20374 -4.60359
H -0.75975 -0.26423 -3.33129
H -0.32544 0.98255 -4.52082
H -2.72699 2.64121 -4.57460
H -2.97538 3.34327 -2.94627
H -3.75023 1.81265 -3.39167
*
```